98
Properties=species:S:1:pos:R:3:forces:R:3 method="wB97M-V/def2-TZVPD" spin_multiplicity=1 relative_energy_kcal_mol=0.0
Tl -2.506590 3.125586 -0.758405 -0.042 0.244 -0.127
P -0.953962 0.510299 -0.070537 1.424 -0.184 -0.204
O -0.015385 1.736103 -0.546041 -1.522 -1.958 0.622
O -2.059800 0.465505 -1.210805 0.939 0.025 1.613
O -1.805974 1.160929 1.076460 0.127 -0.237 -0.986
O -0.244763 -0.792789 0.336243 -1.297 2.237 -1.091
C 0.297221 -0.081574 4.029947 -0.328 0.015 -1.980
C 1.289211 -0.769721 3.012910 -1.623 1.946 2.343
C 2.141652 0.174328 2.156605 -0.054 -2.366 1.103
O 3.291879 -0.701069 2.171094 1.997 1.120 -2.146
C 3.360967 -1.504228 3.220793 2.948 -2.321 1.287
O 4.308460 -2.227305 3.542392 -2.406 2.174 -1.189
O 2.230079 -1.409391 3.873268 -0.768 -0.567 0.659
H -0.391325 -0.809704 4.458713 0.244 0.126 0.243
H -0.294922 0.634612 3.460243 -0.493 -0.168 -0.326
H 0.722705 0.588364 4.777103 0.720 -0.683 0.148
H 0.848353 -1.514196 2.349958 -0.279 0.119 0.203
H 2.386875 1.121564 2.636942 -0.019 0.044 -0.229
H 1.760521 0.187157 1.135495 0.056 0.505 0.214
C -2.279328 -3.868272 1.125175 -0.086 -1.184 -0.753
C -1.650531 -3.212429 2.285969 -0.397 0.578 -0.608
C -2.372604 -1.974269 2.799370 0.851 0.072 0.172
O -2.469789 -2.254304 4.229693 -0.901 2.143 -0.959
C -2.176924 -3.496413 4.461446 0.962 -4.322 3.517
O -2.254898 -4.101927 5.547544 -0.065 2.349 -3.322
O -1.679287 -4.118835 3.357647 0.029 0.231 0.950
H -2.050647 -3.293513 0.227707 -0.466 -0.154 -0.126
H -3.321954 -4.145959 1.279893 -0.324 0.773 -0.089
H -1.853324 -4.868220 1.043174 0.529 0.071 -0.352
H -0.655407 -2.887303 1.982457 0.388 -0.494 0.421
H -3.327541 -1.764756 2.317393 -0.298 -0.312 0.477
H -1.718274 -1.126609 2.595866 -0.292 0.231 0.528
C 3.877361 2.535573 -0.412938 -1.070 -1.163 0.067
C 3.900975 0.995766 -0.572282 1.156 2.951 1.964
C 2.924807 0.473733 -1.504886 -2.250 -0.274 -0.535
O 3.652519 -0.382361 -2.300674 -0.398 -2.080 -2.328
C 4.957316 -0.270341 -2.089255 2.268 -3.179 -1.271
O 5.840004 -0.992294 -2.558358 -2.486 2.288 0.923
O 5.102019 0.663887 -1.198292 2.810 1.036 1.504
H 3.943542 2.995925 -1.398734 0.325 0.180 0.159
H 4.581395 2.916179 0.327044 0.156 -0.098 -0.338
H 2.868019 2.695848 -0.033954 -0.194 0.530 0.101
H 3.814702 0.594594 0.437533 0.520 -0.496 -0.269
H 2.495416 1.271525 -2.110904 -0.351 -0.037 -0.135
H 2.155776 -0.142802 -1.039502 -0.285 0.446 0.067
C -1.863766 -2.367694 -2.758594 -0.403 -0.276 0.058
C -1.126864 -1.227308 -3.362778 -1.543 0.864 -0.444
C 0.319915 -1.186543 -3.046578 0.280 0.678 0.915
O 0.932965 -0.906941 -4.305675 -0.515 -0.752 -0.170
C -0.001972 -1.205502 -5.276190 2.646 -0.078 -5.323
O 0.276936 -1.311013 -6.499553 -0.821 0.598 4.693
O -1.206141 -1.321243 -4.796794 -0.093 -0.847 0.191
H -2.830047 -2.447866 -3.256566 -0.116 -0.117 0.287
H -1.972935 -2.240005 -1.681619 -0.107 0.113 -0.060
H -1.303867 -3.287648 -2.926803 -0.086 -0.031 -0.124
H -1.616871 -0.260043 -3.251453 -0.081 -0.005 0.963
H 0.607229 -2.085510 -2.501227 0.577 -0.394 -0.971
H 0.533103 -0.423815 -2.297650 0.113 0.475 -0.429
C 0.348271 2.470694 -4.255856 -0.297 -0.963 -0.604
S -0.021013 4.198119 -3.871920 0.471 -1.322 1.515
O -1.376040 4.153961 -3.195087 0.452 0.102 -0.110
C 1.228948 4.266638 -2.500472 0.269 0.274 0.172
H -0.269975 2.101273 -5.074021 -0.318 0.419 -0.076
H 0.106314 1.833626 -3.405145 -0.005 0.306 0.389
H 1.358224 2.219229 -4.579664 0.243 0.627 0.178
H 0.892024 3.842360 -1.554658 -0.987 0.209 -0.137
H 1.521941 5.307715 -2.364788 -0.062 -0.061 0.058
H 2.124138 3.656295 -2.619745 0.045 0.183 -1.004
C 0.806754 3.322096 2.308034 -0.907 0.141 0.302
S -0.024465 4.834540 1.699064 -0.302 0.661 0.474
O -1.512036 4.593208 1.461488 1.232 -0.244 0.494
C 0.255894 5.840888 3.249465 -0.276 -0.816 -0.499
H 0.319991 2.927345 3.199846 -0.352 0.068 -0.052
H 1.832069 3.531788 2.612737 0.082 0.176 -0.545
H 0.690377 2.609846 1.491182 0.379 0.024 0.074
H -0.168936 6.843165 3.194101 0.138 -0.140 -0.411
H 1.344518 5.845225 3.304122 -0.007 0.305 0.095
H -0.147900 5.349202 4.134506 -0.067 -0.209 -0.154
C -5.469092 -0.382022 -0.823434 1.759 -0.422 -0.364
S -6.185081 1.224581 -0.451622 0.836 0.688 0.695
O -5.361868 2.319920 -1.139137 -0.262 -1.354 0.751
C -5.659164 1.215863 1.331472 -0.577 -0.418 -0.508
H -4.481043 -0.478648 -0.373394 0.211 0.473 0.438
H -5.174377 -0.424724 -1.871969 -0.756 0.059 -0.255
H -5.961985 -1.297025 -0.494934 -0.804 0.466 -0.152
H -6.114065 2.080157 1.815378 0.439 0.095 -0.101
H -4.578384 1.103812 1.417842 0.049 0.612 -0.218
H -6.052261 0.325597 1.822386 -0.379 -0.099 -0.217
C 2.817462 -2.918891 -0.253293 0.165 -0.283 0.361
S 2.235278 -3.930462 -1.696510 -0.046 -0.964 0.180
O 2.883066 -5.286565 -1.760981 0.009 1.280 0.328
C 0.606547 -4.272252 -0.952909 0.453 1.123 -0.555
H 2.771457 -3.503305 0.665644 0.315 -0.386 -0.093
H 2.209527 -2.046634 -0.013105 -0.539 -0.021 -0.663
H 3.822021 -2.527582 -0.413982 0.096 -0.464 -0.179
H 0.778808 -4.983134 -0.144774 -0.296 0.173 0.010
H -0.124107 -4.573036 -1.703758 0.385 -0.563 0.044
H 0.311932 -3.258629 -0.681139 -0.396 -0.121 0.824



13
Properties=species:S:1:pos:R:3:forces:R:3 method="wB97M-V/def2-TZVPD" spin_multiplicity=3 relative_energy_kcal_mol=0.5 s2=2.02
C 1.067110 1.138410 -0.729477 -0.938 -2.483 0.161
C -1.644149 -0.151037 -0.881661 -0.183 -0.140 1.978
C -0.377101 -0.828617 -0.509942 -6.080 -6.265 0.583
C 0.840581 -0.251296 -0.566304 8.079 4.698 -0.056
N 1.083976 2.285285 -0.883139 0.284 1.169 -0.185
O 0.586834 0.063568 2.133719 -0.443 0.406 -0.150
Cl 2.378079 -1.024253 -0.031211 -1.695 0.113 -0.860
H -2.495361 -0.790386 -1.170816 0.675 0.142 0.135
H -1.973317 0.472198 -0.002677 -0.046 -0.637 -0.148
H -1.499408 0.647197 -1.548725 0.335 0.823 -1.586
H 1.182259 0.593906 1.609265 -0.150 0.678 -0.607
H -0.373355 -1.951000 -0.192973 -0.212 2.339 -0.580
H 1.223854 -0.203977 2.773936 0.376 -0.843 1.314



91
Properties=species:S:1:pos:R:3:forces:R:3 method="wB97M-V/def2-TZVPD" spin_multiplicity=1 charge=+2 relative_energy_kcal_mol=27.1
W -0.033967 -1.143923 0.109192 -0.470 0.188 -0.178
O 0.523674 -2.767067 -3.693098 -0.034 0.006 0.041
C 0.546151 -2.598231 -2.507325 0.102 0.014 -0.030
N -0.419624 -1.929617 -1.735756 0.017 -0.321 -0.052
C -1.724109 -1.861209 -2.238769 -0.094 0.143 0.055
C -2.133063 -1.965530 -3.574036 0.003 -0.056 -0.042
C -3.481982 -1.928120 -3.851968 0.088 0.002 -0.050
C -4.422092 -1.778533 -2.831360 -0.051 0.010 0.071
C -4.028615 -1.628018 -1.518895 -0.054 -0.129 0.048
C -2.663040 -1.668533 -1.222544 0.098 0.149 -0.167
N -2.049325 -1.550933 0.033372 0.024 -0.080 -0.012
C -2.796824 -1.932405 1.154993 0.053 -0.006 0.137
O -3.979767 -1.789699 1.302742 0.017 -0.020 -0.025
C -1.933530 -2.585728 2.169505 0.036 0.008 -0.007
C -2.469612 -3.212481 3.270541 -0.009 0.002 0.015
C -1.604832 -3.841536 4.156466 0.015 0.013 -0.035
C -0.246668 -3.771970 3.904064 -0.021 0.023 -0.016
C 0.206837 -3.084740 2.788662 -0.030 -0.009 0.089
N -0.619808 -2.515954 1.908554 -0.074 -0.126 -0.065
C 1.628011 -3.133262 -1.650433 -0.034 -0.002 0.023
C 2.614505 -3.923901 -2.196446 0.018 0.000 -0.002
C 3.613408 -4.403470 -1.364930 -0.034 0.026 0.024
C 3.585880 -4.020450 -0.035513 -0.004 0.010 -0.042
C 2.574798 -3.192080 0.419519 0.010 0.020 0.019
N 1.571041 -2.775113 -0.360596 -0.009 -0.023 -0.113
H -1.413392 -2.063778 -4.367373 -0.004 -0.003 0.003
H -3.811632 -2.009180 -4.878700 0.006 0.001 -0.005
H -5.477253 -1.762494 -3.070596 -0.005 -0.004 -0.001
H -4.756991 -1.479788 -0.739477 0.008 -0.003 -0.014
H -3.542597 -3.202695 3.401862 -0.002 -0.007 0.006
H -1.982989 -4.365663 5.023403 -0.003 0.003 0.005
H 0.473563 -4.232558 4.564796 0.001 0.000 0.004
H 1.259926 -2.975868 2.618336 0.027 -0.004 -0.032
H 2.572045 -4.134761 -3.255671 0.011 -0.009 -0.003
H 4.399283 -5.040213 -1.746914 0.005 -0.003 -0.003
H 4.349930 -4.337328 0.659699 0.006 -0.006 -0.002
H 2.607613 -2.821092 1.424740 -0.022 0.013 0.035
Br 0.165411 5.500030 -0.801304 -0.009 -0.017 -0.040
C 0.525541 5.123567 1.013189 -0.049 0.006 0.076
C -0.369052 5.537499 1.989184 0.008 0.002 -0.054
C -0.118717 5.222663 3.315182 0.031 -0.019 0.037
C 0.989331 4.454143 3.646376 0.006 0.016 -0.093
C 1.923401 4.112172 2.674306 -0.011 0.020 -0.015
C 1.691492 4.452319 1.351292 0.020 -0.012 0.002
N 1.121952 4.081944 5.026910 -0.003 0.038 0.029
N 1.302509 2.903331 5.354239 0.021 -0.034 0.080
C 1.322527 1.860908 4.367399 -0.015 -0.038 -0.067
C 2.420901 1.047051 4.280275 -0.041 0.086 0.020
C 2.514892 0.036169 3.302052 0.061 0.054 -0.128
C 1.487617 -0.125389 2.412195 -0.065 0.033 0.017
O 1.450941 -1.028985 1.417499 0.058 -0.013 0.158
C 0.325497 0.637271 2.547152 -0.036 0.004 -0.040
N -0.674624 0.300747 1.669482 -0.055 0.044 0.123
C -1.864744 0.845735 1.879126 0.018 -0.058 -0.054
C -2.106348 1.790039 2.876999 0.017 0.009 0.027
C -1.086027 2.192672 3.701601 -0.016 -0.047 -0.036
C 0.184205 1.603194 3.552472 0.026 -0.010 -0.028
H -1.244941 6.109419 1.716773 -0.003 0.007 0.003
H -0.789545 5.553677 4.097965 -0.004 0.002 0.006
H 2.832727 3.593706 2.943952 0.007 -0.019 0.011
H 2.411829 4.196913 0.586439 0.005 -0.002 -0.003
H 3.248586 1.216616 4.956462 0.002 0.001 0.008
H 3.408516 -0.569706 3.230638 -0.010 -0.021 0.006
H -2.674033 0.502354 1.256602 0.077 0.023 0.082
H -3.106868 2.182804 2.984797 -0.004 0.003 0.008
H -1.263936 2.913310 4.488037 0.000 0.004 0.008
O 1.172757 1.329137 -4.749493 -0.032 0.018 -0.007
C 2.294956 0.851438 -4.196685 0.045 -0.021 0.058
C 3.428332 0.787372 -5.008654 -0.008 -0.005 0.006
C 4.615475 0.305245 -4.506417 -0.003 0.000 -0.005
C 4.714875 -0.130392 -3.180848 0.011 -0.001 0.017
C 3.605872 -0.078248 -2.373428 -0.001 -0.003 -0.010
C 2.380925 0.409425 -2.862786 -0.024 0.024 -0.019
C 1.221162 0.394799 -1.992634 -0.029 0.069 -0.001
O 1.355839 -0.138236 -0.785689 0.270 -0.032 -0.003
N 0.061896 0.850170 -2.310558 -0.076 0.016 -0.030
N -0.902687 0.638121 -1.331166 0.179 -0.071 0.131
C -2.003792 1.268806 -1.674006 -0.030 0.027 0.040
S -2.080045 2.067143 -3.218751 0.035 0.014 0.039
C -3.670036 2.882219 -2.939356 0.000 -0.023 -0.008
C -4.503392 1.977166 -2.062971 0.001 -0.035 0.004
S -3.437691 1.425170 -0.707245 0.050 0.168 -0.043
H 0.462507 1.358370 -4.087524 -0.014 -0.001 0.020
H 3.343696 1.129557 -6.030591 -0.004 0.002 -0.007
H 5.485107 0.269188 -5.148929 0.003 0.001 -0.005
H 5.657340 -0.493058 -2.795695 0.002 -0.001 0.001
H 3.661761 -0.398183 -1.340648 0.001 -0.006 -0.002
H -4.132729 3.029311 -3.914579 0.000 0.001 0.002
H -3.493117 3.851717 -2.475510 0.005 -0.007 0.007
H -4.855757 1.097851 -2.600879 -0.006 -0.008 -0.005
H -5.347208 2.497703 -1.612335 0.000 -0.007 0.005



16
Properties=species:S:1:pos:R:3:forces:R:3 method="wB97M-V/def2-TZVPD" spin_multiplicity=1 relative_energy_kcal_mol=104.2
C 1.394978 -0.953547 0.847023 -0.186 0.143 -0.077
C 0.899763 -0.011816 -0.276545 0.566 0.186 -0.555
C 0.368774 -0.669211 -1.488212 0.190 -0.307 -0.199
C -0.632505 0.204591 -0.820431 0.324 0.320 0.409
C -1.204445 0.038975 0.490697 -0.983 -0.471 0.538
N -1.634796 0.951671 1.272340 -0.781 -0.955 -0.078
O -1.830918 2.162305 0.603627 0.120 0.558 0.021
H 2.396752 -1.282932 0.528591 -0.227 0.178 0.034
H 0.816840 -1.877577 0.977152 -0.053 0.346 -0.191
H 1.513497 -0.500015 1.838427 -0.223 0.156 -0.292
H 1.499598 0.883816 -0.331798 0.209 -0.029 -0.453
H 0.742735 -0.216908 -2.400068 -0.348 -0.215 -0.199
H 0.277995 -1.748410 -1.523384 0.102 -0.055 0.100
H -1.091109 0.991007 -1.431624 1.112 0.387 0.602
H -1.135311 -0.933991 0.929698 0.021 -0.298 0.553
H -2.291098 2.670790 1.282015 0.157 0.057 -0.214



8
Properties=species:S:1:pos:R:3:forces:R:3 method="wB97M-V/def2-TZVPD" spin_multiplicity=1 relative_energy_kcal_mol=19.9
H 0.720243 2.183826 -0.330889 0.027 0.732 -0.373
N 0.031496 1.495345 -0.086522 -0.281 1.505 -0.202
C 0.594721 0.413314 0.056044 0.805 -0.717 0.531
I 2.610954 -0.031702 -0.236449 0.660 0.045 0.095
N -0.132136 -0.704649 0.330666 -2.485 -1.403 -1.063
C -1.364770 -0.874570 -0.198049 1.890 0.864 0.704
N -2.393890 -1.126865 -0.597265 -2.111 -0.456 -0.906
H -0.066621 -1.354698 1.062462 1.494 -0.569 1.214



Results for max |F|: 5.9; 9.3; 0.5; 1.3; 3.0 (in eV/Å, following the order of the records).